No. 1
This record from the Open Molecules 2025 dataset describes C22H21IN2OPdS as an isolated structure. The level of theory is ωB97M-V/def2-TZVPD.

Each line ends with the natural charge from an NBO analysis.
Cartesian coordinates (Å):
Pd  0.004  0.031  0.210  0.85
I  0.991  2.398  0.980  0.48
C  -0.591  3.342  0.009  -0.13
C  -0.716  4.703  0.061  -0.18
C  -1.804  5.302  -0.599  -0.18
C  -2.707  4.528  -1.280  -0.13
C  -2.567  3.122  -1.345  0.03
C  -3.479  2.307  -2.054  -0.10
C  -3.336  0.942  -2.113  -0.19
C  -2.261  0.317  -1.462  -0.22
C  -1.406  1.101  -0.745  0.07
C  -1.476  2.509  -0.668  -0.21
H  -0.001  5.313  0.597  0.25
H  -1.924  6.376  -0.559  0.26
H  -3.551  4.990  -1.777  0.25
H  -4.305  2.780  -2.573  0.25
H  -4.038  0.335  -2.669  0.26
H  -2.136  -0.756  -1.525  0.27
C  -2.188  -4.396  2.718  -0.62
C  -0.761  -4.024  3.112  -0.24
N  0.201  -4.088  1.993  -0.32
C  1.055  -5.294  1.881  -0.22
C  0.384  -6.413  1.096  -0.62
C  0.239  -3.179  1.043  0.37
S  -0.879  -1.820  1.253  0.10
N  1.029  -3.349  0.005  -0.59
C  1.402  -2.465  -0.881  0.67
O  1.154  -1.191  -0.876  -0.64
C  2.236  -2.938  -1.998  -0.10
C  2.522  -4.298  -2.136  -0.16
C  3.301  -4.727  -3.192  -0.21
C  3.804  -3.809  -4.106  -0.13
C  3.524  -2.456  -3.972  -0.21
C  2.741  -2.017  -2.922  -0.17
H  -2.824  -4.372  3.603  0.25
H  -2.230  -5.397  2.293  0.23
H  -2.605  -3.699  1.989  0.21
H  -0.401  -4.715  3.871  0.24
H  -0.731  -3.020  3.542  0.23
H  1.275  -5.616  2.897  0.23
H  1.985  -5.003  1.404  0.24
H  -0.458  -6.837  1.643  0.22
H  1.105  -7.212  0.927  0.25
H  0.031  -6.052  0.130  0.22
H  2.124  -5.005  -1.422  0.23
H  3.520  -5.781  -3.303  0.24
H  4.421  -4.151  -4.928  0.24
H  3.920  -1.746  -4.686  0.24
H  2.520  -0.965  -2.807  0.23

Properties
- Charge: +2
- HOMO level (spin up / spin down): -14.4 / -14.4 eV
- Relative energy (zero: lowest compared OMol25 entry of this formula, charge and spin): 18.0 kJ/mol
- Spin multiplicity: 1
- M: 594.814 g/mol
- Gap between HOMO and LUMO (spin up / spin down): 0.1668 / 0.1669 Ha
- E: -1858.803396 Ha
- Maximum force: 0.877 eV Å⁻¹

---

No. 2
This record from the Open Molecules 2025 dataset describes a single C18H27N5O molecule. The level of theory is ωB97M-V/def2-TZVPD.

Each line ends with the natural charge from an NBO analysis.
Cartesian coordinates (Å):
C  -7.510  -0.969  -1.905  -0.61
C  -7.561  -0.950  -0.381  -0.39
C  -6.682  0.136  0.237  -0.41
C  -5.191  -0.102  0.014  -0.06
O  -4.492  0.870  0.764  -0.50
C  -3.131  0.878  0.722  0.27
C  -2.343  -0.019  0.012  -0.24
C  -0.961  0.081  0.044  -0.27
C  -0.333  1.065  0.801  0.12
N  1.051  1.197  0.879  -0.61
C  2.019  0.254  0.634  0.59
N  3.194  0.636  0.366  -0.55
C  4.229  -0.358  0.168  0.24
C  4.457  -0.553  -1.343  -0.41
C  4.953  0.729  -2.000  -0.40
C  6.246  1.198  -1.342  -0.39
C  6.013  1.428  0.146  -0.40
C  5.525  0.150  0.816  -0.39
N  3.933  -1.656  0.747  -0.54
C  2.733  -1.951  1.001  0.58
N  2.388  -3.204  1.452  -0.81
N  1.655  -1.085  0.788  -0.67
C  -1.131  1.978  1.496  -0.21
C  -2.503  1.887  1.455  -0.23
H  -7.764  0.009  -2.306  0.20
H  -8.221  -1.694  -2.295  0.21
H  -6.521  -1.243  -2.261  0.20
H  -7.257  -1.925  0.006  0.19
H  -8.591  -0.776  -0.065  0.21
H  -6.947  1.111  -0.177  0.20
H  -6.854  0.176  1.314  0.21
H  -4.938  -0.007  -1.050  0.17
H  -4.919  -1.112  0.353  0.17
H  -2.788  -0.798  -0.588  0.21
H  -0.374  -0.601  -0.552  0.22
H  1.420  2.133  0.958  0.42
H  5.186  -1.355  -1.467  0.21
H  3.516  -0.875  -1.798  0.20
H  4.190  1.501  -1.883  0.21
H  5.110  0.557  -3.067  0.20
H  6.590  2.122  -1.814  0.20
H  7.021  0.440  -1.479  0.19
H  5.253  2.200  0.276  0.21
H  6.935  1.765  0.626  0.20
H  6.270  -0.641  0.729  0.21
H  5.336  0.327  1.877  0.21
H  3.189  -3.757  1.714  0.40
H  1.612  -3.262  2.093  0.37
H  0.770  -1.290  1.230  0.41
H  -0.659  2.764  2.066  0.21
H  -3.121  2.591  1.990  0.23

Properties
- Charge: 0
- HOMO level: -7.8 eV
- SMILES: CCCCOc1ccc(NC2=NC3(CCCCC3)N=C(N)N2)cc1
- Relative energy (zero: lowest compared OMol25 entry of this formula, charge and spin): 0.0 kJ/mol
- Spin multiplicity: 1
- M: 329.448 g/mol
- Gap between HOMO and LUMO: 0.3084 Ha
- E: -1051.154958 Ha
- Maximum force: 0.467 eV Å⁻¹

---

No. 3
This record from the Open Molecules 2025 dataset describes C41H38N5ReS as an isolated structure. The level of theory is ωB97M-V/def2-TZVPD.

Each line ends with the Löwdin charge.
Cartesian coordinates (Å):
Re  0.116  0.720  0.040  1.59
C  -0.912  -2.652  -2.832  -0.07
N  -0.837  -2.933  -1.405  -0.22
C  -0.594  -4.349  -1.154  -0.07
C  -1.946  -2.422  -0.663  -0.21
C  -3.248  -2.844  -0.931  -0.01
C  -4.323  -2.386  -0.192  -0.06
C  -4.106  -1.489  0.847  -0.06
C  -2.822  -1.056  1.118  -0.02
C  -1.739  -1.504  0.363  -0.23
N  -0.434  -0.974  0.690  -0.11
C  0.243  -1.599  1.771  -0.21
C  -0.187  -2.798  2.336  0.00
C  0.491  -3.334  3.419  -0.06
C  1.594  -2.685  3.955  -0.06
C  2.029  -1.494  3.393  -0.01
C  1.359  -0.956  2.307  -0.23
N  1.781  0.278  1.655  -0.26
C  3.183  0.099  1.174  -0.05
C  1.863  1.436  2.581  -0.06
H  -1.683  -3.242  -3.347  0.09
H  0.051  -2.884  -3.290  0.09
H  -1.130  -1.597  -2.982  0.07
H  -1.376  -4.997  -1.575  0.09
H  -0.535  -4.533  -0.082  0.08
H  0.359  -4.631  -1.605  0.09
H  -3.409  -3.554  -1.733  0.12
H  -5.323  -2.730  -0.419  0.11
H  -4.935  -1.128  1.441  0.11
H  -2.645  -0.360  1.927  0.10
H  -1.061  -3.296  1.940  0.12
H  0.148  -4.264  3.851  0.11
H  2.114  -3.104  4.805  0.11
H  2.890  -0.987  3.808  0.12
H  3.859  0.094  2.031  0.10
H  3.443  0.931  0.523  0.09
H  3.287  -0.839  0.642  0.08
H  2.627  1.269  3.345  0.10
H  0.920  1.627  3.070  0.05
H  2.147  2.311  1.996  0.09
S  -2.783  3.832  1.656  1.19
C  -2.302  2.995  3.099  -0.44
C  -2.708  3.254  4.403  -0.07
C  -2.308  2.378  5.392  -0.06
C  -1.540  1.256  5.074  -0.05
C  -1.131  1.007  3.779  -0.04
C  -1.487  1.910  2.776  -0.30
N  -1.201  1.815  1.403  -0.05
C  -1.887  2.721  0.715  -0.51
C  -1.954  2.647  -0.734  -0.27
C  -2.713  3.547  -1.484  -0.05
C  -2.860  3.333  -2.839  -0.06
C  -2.269  2.212  -3.419  -0.05
C  -1.511  1.334  -2.662  -0.10
C  -1.305  1.530  -1.295  -0.21
H  -3.336  4.104  4.630  0.12
H  -2.615  2.548  6.414  0.11
H  -1.268  0.558  5.854  0.12
H  -0.558  0.120  3.554  0.10
H  -3.196  4.398  -1.018  0.10
H  -3.442  4.018  -3.439  0.11
H  -2.399  2.030  -4.479  0.11
H  -1.044  0.493  -3.156  0.08
C  4.487  -2.348  -1.815  -0.08
C  3.236  -2.721  -1.348  -0.07
C  2.213  -1.788  -1.240  -0.06
C  2.444  -0.464  -1.590  -0.31
C  3.694  -0.089  -2.084  -0.04
C  4.706  -1.028  -2.193  -0.06
N  1.421  0.517  -1.385  -0.12
C  1.460  1.609  -2.311  -0.35
C  1.428  2.907  -1.821  -0.05
C  1.330  3.984  -2.695  -0.06
C  1.305  3.762  -4.061  -0.07
C  1.378  2.461  -4.552  -0.06
C  1.451  1.386  -3.685  -0.04
H  5.282  -3.076  -1.894  0.11
H  3.049  -3.749  -1.063  0.11
H  1.228  -2.079  -0.899  0.08
H  3.887  0.938  -2.363  0.12
H  5.674  -0.725  -2.567  0.11
H  1.497  3.077  -0.748  0.10
H  1.294  4.993  -2.304  0.11
H  1.242  4.596  -4.746  0.11
H  1.368  2.286  -5.619  0.11
H  1.487  0.372  -4.061  0.13

Properties
- Charge: +1
- HOMO level (spin up / spin down): -9.9 / -10.4 eV
- Relative energy (zero: lowest compared OMol25 entry of this formula, charge and spin): 42.6 kJ/mol
- Spin multiplicity: 2
- M: 819.064 g/mol
- Gap between HOMO and LUMO (spin up / spin down): 0.2309 / 0.2508 Ha
- E: -2335.213746 Ha
- Maximum force: 0.458 eV Å⁻¹

---

No. 4
This record from the Open Molecules 2025 dataset describes a single C5H13NS molecule in a non-equilibrium geometry. The level of theory is ωB97M-V/def2-TZVPD.

Each line ends with the natural charge from an NBO analysis.
Cartesian coordinates (Å):
C  3.218  -0.102  0.883  -0.67
C  1.834  -0.255  1.573  -0.23
N  0.789  0.690  0.983  -0.65
C  -0.420  0.145  0.434  -0.03
C  -1.663  0.944  0.926  -0.64
C  -0.415  0.159  -1.169  -0.56
S  -1.733  -0.865  -1.755  -0.02
H  3.888  0.571  1.554  0.21
H  3.741  -1.087  0.601  0.23
H  3.491  0.387  -0.208  0.22
H  1.961  -0.066  2.621  0.19
H  1.551  -1.338  1.619  0.19
H  1.332  1.428  0.474  0.37
H  -0.399  -0.825  0.866  0.20
H  -2.170  0.317  1.585  0.21
H  -1.468  1.792  1.521  0.22
H  -2.464  1.318  0.261  0.21
H  -0.689  1.185  -1.430  0.22
H  0.508  -0.023  -1.723  0.22
H  -2.389  0.020  -2.428  0.11

Properties
- Charge: 0
- HOMO level: -8.3 eV
- SMILES: CCN[C@@H](C)CS
- Relative energy (zero: lowest compared OMol25 entry of this formula, charge and spin): 212.8 kJ/mol
- Spin multiplicity: 1
- M: 119.233 g/mol
- Gap between HOMO and LUMO: 0.3401 Ha
- E: -651.162889 Ha
- Maximum force: 3.595 eV Å⁻¹

---

No. 5
This record from the Open Molecules 2025 dataset describes C3H4O2 as an isolated structure. The level of theory is ωB97M-V/def2-TZVPD.

Each line ends with the natural charge from an NBO analysis.
Cartesian coordinates (Å):
O  1.360  0.556  -0.992  -0.65
C  0.733  -0.121  -0.017  0.20
C  -0.379  0.400  0.674  -0.06
C  -1.230  -0.504  -0.119  -0.12
O  -1.004  -0.709  1.289  -0.49
H  1.217  -1.040  0.294  0.21
H  -0.620  1.431  0.923  0.21
H  0.789  1.287  -1.271  0.49
H  -0.867  -1.302  -0.781  0.20

Properties
- Charge: 0
- HOMO level: -8.0 eV
- Relative energy (zero: lowest compared OMol25 entry of this formula, charge and spin): 477.4 kJ/mol
- Spin multiplicity: 1
- M: 72.063 g/mol
- Gap between HOMO and LUMO: 0.3170 Ha
- E: -267.010938 Ha
- Maximum force: 0.388 eV Å⁻¹

---

No. 6
This record from the Open Molecules 2025 dataset describes a single C14H13ClO5S molecule in a non-equilibrium geometry. The level of theory is ωB97M-V/def2-TZVPD.

Each line ends with the natural charge from an NBO analysis.
Cartesian coordinates (Å):
O  -2.982  -0.527  3.888  -0.50
C  -3.276  -0.757  2.732  0.52
C  -4.602  -1.294  2.290  -0.25
C  -4.638  -2.031  1.187  -0.23
C  -3.373  -2.347  0.432  0.53
O  -3.244  -3.403  -0.155  -0.50
C  -2.345  -1.258  0.468  -0.15
C  -1.482  -0.995  -0.551  -0.14
C  -0.579  0.039  -0.489  -0.08
C  0.338  0.327  -1.656  -0.42
C  1.692  -0.390  -1.590  -0.39
C  2.648  0.135  -0.485  -0.44
C  4.062  0.482  -0.999  -0.64
S  4.466  2.239  -1.114  2.09
O  5.425  2.581  -0.115  -0.90
O  4.945  2.494  -2.436  -0.91
Cl  2.783  3.375  -0.822  -0.23
C  -0.572  0.797  0.656  0.37
O  0.276  1.875  0.806  -0.70
C  -1.420  0.554  1.709  -0.24
C  -2.304  -0.476  1.608  -0.09
H  -5.510  -1.088  2.844  0.24
H  -5.599  -2.398  0.843  0.23
H  -1.510  -1.624  -1.437  0.23
H  0.434  1.407  -1.809  0.21
H  -0.174  -0.038  -2.554  0.22
H  2.193  -0.243  -2.553  0.21
H  1.534  -1.463  -1.467  0.22
H  2.783  -0.683  0.228  0.22
H  2.224  0.955  0.093  0.25
H  4.783  0.080  -0.286  0.27
H  4.304  0.022  -1.957  0.26
H  0.139  2.497  0.083  0.48
H  -1.417  1.156  2.609  0.25

Properties
- Charge: 0
- HOMO level: -9.7 eV
- SMILES: O=C1C=CC(=O)c2cc(CCCCS(=O)(=O)Cl)c(O)cc21
- Spin multiplicity: 1
- M: 328.773 g/mol
- Gap between HOMO and LUMO: 0.3209 Ha
- E: -1775.824784 Ha
- Maximum force: 2.701 eV Å⁻¹

---

No. 7
This record from the Open Molecules 2025 dataset describes an isolated ion of composition C4H11N2 and charge +1 in a non-equilibrium geometry. The level of theory is ωB97M-V/def2-TZVPD.

Each line ends with the natural charge from an NBO analysis.
Cartesian coordinates (Å):
C  1.456  -1.553  0.833  -0.46
N  1.320  -0.129  0.449  -0.52
C  0.271  0.203  -0.459  0.00
C  -0.234  1.598  -0.440  -0.20
N  -1.068  0.635  0.207  -0.35
C  -2.227  0.190  -0.500  -0.45
H  0.566  -1.865  1.413  0.25
H  1.656  -2.280  -0.028  0.25
H  2.336  -1.780  1.425  0.25
H  2.326  0.174  0.323  0.46
H  1.231  0.355  1.422  0.47
H  0.261  -0.192  -1.429  0.24
H  0.391  2.335  0.230  0.20
H  -0.527  1.989  -1.328  0.22
H  -3.052  0.053  0.168  0.24
H  -2.729  0.949  -1.182  0.21
H  -1.975  -0.682  -1.104  0.21

Properties
- Charge: +1
- HOMO level: -14.0 eV
- SMILES: C[NH2+][C@@H]1CN1C
- Relative energy (zero: lowest compared OMol25 entry of this formula, charge and spin): 354.9 kJ/mol
- Spin multiplicity: 1
- M: 87.146 g/mol
- Gap between HOMO and LUMO: 0.3846 Ha
- E: -268.169720 Ha
- Maximum force: 5.049 eV Å⁻¹

---

> What is the charge in the fourth record?

0

---

> maximum force of number 3 (C41H38N5ReS)?

0.458 eV Å⁻¹

---

> The highest M belongs to which entry?

C41H38N5ReS

---

What did the first record say?
This record from the Open Molecules 2025 dataset describes C22H21IN2OPdS as an isolated structure. The level of theory is ωB97M-V/def2-TZVPD.

Each line ends with the natural charge from an NBO analysis.
Cartesian coordinates (Å):
Pd  0.004  0.031  0.210  0.85
I  0.991  2.398  0.980  0.48
C  -0.591  3.342  0.009  -0.13
C  -0.716  4.703  0.061  -0.18
C  -1.804  5.302  -0.599  -0.18
C  -2.707  4.528  -1.280  -0.13
C  -2.567  3.122  -1.345  0.03
C  -3.479  2.307  -2.054  -0.10
C  -3.336  0.942  -2.113  -0.19
C  -2.261  0.317  -1.462  -0.22
C  -1.406  1.101  -0.745  0.07
C  -1.476  2.509  -0.668  -0.21
H  -0.001  5.313  0.597  0.25
H  -1.924  6.376  -0.559  0.26
H  -3.551  4.990  -1.777  0.25
H  -4.305  2.780  -2.573  0.25
H  -4.038  0.335  -2.669  0.26
H  -2.136  -0.756  -1.525  0.27
C  -2.188  -4.396  2.718  -0.62
C  -0.761  -4.024  3.112  -0.24
N  0.201  -4.088  1.993  -0.32
C  1.055  -5.294  1.881  -0.22
C  0.384  -6.413  1.096  -0.62
C  0.239  -3.179  1.043  0.37
S  -0.879  -1.820  1.253  0.10
N  1.029  -3.349  0.005  -0.59
C  1.402  -2.465  -0.881  0.67
O  1.154  -1.191  -0.876  -0.64
C  2.236  -2.938  -1.998  -0.10
C  2.522  -4.298  -2.136  -0.16
C  3.301  -4.727  -3.192  -0.21
C  3.804  -3.809  -4.106  -0.13
C  3.524  -2.456  -3.972  -0.21
C  2.741  -2.017  -2.922  -0.17
H  -2.824  -4.372  3.603  0.25
H  -2.230  -5.397  2.293  0.23
H  -2.605  -3.699  1.989  0.21
H  -0.401  -4.715  3.871  0.24
H  -0.731  -3.020  3.542  0.23
H  1.275  -5.616  2.897  0.23
H  1.985  -5.003  1.404  0.24
H  -0.458  -6.837  1.643  0.22
H  1.105  -7.212  0.927  0.25
H  0.031  -6.052  0.130  0.22
H  2.124  -5.005  -1.422  0.23
H  3.520  -5.781  -3.303  0.24
H  4.421  -4.151  -4.928  0.24
H  3.920  -1.746  -4.686  0.24
H  2.520  -0.965  -2.807  0.23

Properties
- Charge: +2
- HOMO level (spin up / spin down): -14.4 / -14.4 eV
- Relative energy (zero: lowest compared OMol25 entry of this formula, charge and spin): 18.0 kJ/mol
- Spin multiplicity: 1
- M: 594.814 g/mol
- Gap between HOMO and LUMO (spin up / spin down): 0.1668 / 0.1669 Ha
- E: -1858.803396 Ha
- Maximum force: 0.877 eV Å⁻¹